{
  "formula": "C19H30BrF9ILiN5O8S",
  "method": "ωB97M-V/def2-TZVPD",
  "elements": ["C", "C", "N", "C", "N", "N", "C", "C", "C", "C", "C", "C", "I", "S", "O", "O", "C", "F", "F", "C", "F", "F", "C", "F", "F", "C", "F", "F", "F", "H", "H", "H", "H", "H", "H", "H", "H", "H", "H", "H", "H", "H", "H", "H", "H", "Br", "C", "C", "C", "O", "C", "N", "H", "H", "H", "H", "H", "H", "H", "H", "H", "H", "H", "Li", "N", "O", "O", "O", "C", "C", "O", "O", "H", "H", "H"],
  "positions_angstrom": [[-3.0130, 0.9847, 2.3657], [-2.7638, 0.5374, 1.1571], [-3.7855, 0.3463, 0.1299], [-4.9170, -0.0522, 0.8034], [-4.9982, -1.3341, 0.9714], [-5.8461, 0.8155, 1.2289], [-6.2248, 1.7556, 0.1339], [-5.5049, 1.4314, -1.1550], [-3.9958, 1.3290, -0.9631], [-3.4152, 0.7187, -2.2666], [-2.0974, 0.0116, -1.9937], [-1.1998, 0.0254, -3.2271], [0.8635, -0.1550, -2.5174], [-3.3014, 2.9906, -0.7099], [-3.8901, 3.8558, -1.6846], [-3.5251, 3.4956, 0.5982], [-1.5170, 3.0292, -1.1831], [-0.8222, 2.1185, -0.4913], [-1.4005, 2.6871, -2.4368], [-0.7214, 4.3527, -0.9667], [0.3357, 4.2860, -1.7437], [-0.2278, 4.2592, 0.3103], [-1.3320, 5.7570, -1.1434], [-2.3284, 6.0022, -0.3205], [-0.3485, 6.5845, -0.7474], [-1.7361, 6.1805, -2.6066], [-3.0032, 6.4791, -2.6623], [-1.0631, 7.2724, -2.9225], [-1.4457, 5.2490, -3.4917], [-3.9347, 1.4326, 2.6434], [-2.2676, 0.9593, 3.1313], [-1.7706, 0.2063, 0.9220], [-5.1770, -1.7738, 1.9114], [-4.7702, -1.9016, 0.1789], [-6.6214, 0.2640, 1.5644], [-5.9822, 2.7553, 0.4497], [-7.2872, 1.6869, -0.0308], [-5.7656, 2.2215, -1.8446], [-5.8717, 0.5252, -1.6035], [-4.1257, 0.0372, -2.7046], [-3.3018, 1.5066, -2.9970], [-1.5886, 0.4504, -1.1562], [-2.2667, -1.0211, -1.7385], [-1.3592, 0.9253, -3.8011], [-1.5137, -0.7769, -3.8765], [3.3609, -1.4328, -1.4747], [8.0863, -2.9283, -1.1928], [7.1251, -3.3621, -0.0886], [7.4420, -4.7387, 0.5079], [7.0979, -5.8585, -0.3047], [8.0037, -6.1380, -1.3437], [5.7576, -3.2800, -0.6129], [7.8638, -3.4053, -2.1491], [8.0070, -1.8530, -1.3457], [9.1235, -3.1512, -0.9258], [7.2198, -2.6414, 0.7285], [6.8465, -4.8502, 1.4149], [8.4971, -4.8071, 0.8110], [9.0376, -5.9328, -1.0453], [7.7616, -5.5699, -2.2462], [7.9141, -7.1996, -1.5860], [5.0982, -3.4439, 0.1416], [5.6188, -4.0682, -1.2403], [1.3936, 3.3791, 1.3847], [6.7943, -0.6522, 3.0791], [7.8569, -1.3096, 2.9780], [5.7096, -1.2446, 3.2361], [6.8289, 0.5981, 3.0386], [-2.5152, -2.3675, 5.3402], [-3.6124, -1.6557, 4.5454], [-4.1443, -2.3130, 3.6088], [-3.8940, -0.4964, 4.8984], [-2.3419, -3.3737, 4.9644], [-1.5850, -1.8036, 5.2713], [-2.8049, -2.4280, 6.3887]],
  "atomic_forces_ev_per_a": [[-0.13, 0.38, 0.14], [0.75, -0.58, -0.37], [-0.12, 1.76, -0.36], [0.40, 0.40, -0.02], [-0.99, -1.69, 1.71], [-0.36, -0.70, -0.74], [0.32, 0.31, 0.51], [-0.23, 1.44, 0.51], [0.05, -1.96, -0.81], [0.45, 0.41, 0.72], [0.04, -0.02, -1.11], [-0.31, 0.40, 0.34], [0.06, -0.77, -0.31], [-1.74, 1.59, 0.00], [0.14, -0.12, -1.67], [0.84, -0.66, 1.63], [0.47, -0.64, 0.43], [0.34, 0.01, 1.03], [-0.29, 0.44, -1.24], [-0.59, -0.16, -0.01], [0.75, -0.05, -0.72], [0.06, 0.45, 1.07], [0.33, 0.72, 0.03], [-0.97, -0.49, 0.49], [0.75, 0.17, -0.03], [0.45, 0.24, 0.18], [-1.07, -0.10, 0.02], [0.48, 0.47, -0.19], [0.00, -0.65, -0.31], [-0.69, -0.04, 0.35], [0.41, -0.01, 0.21], [0.10, -0.52, -0.41], [0.17, 0.13, -0.18], [1.14, -0.32, 0.26], [-0.36, 0.31, 0.32], [-0.03, 0.46, 0.11], [-0.40, -0.05, 0.14], [0.19, 0.23, -0.38], [0.06, -0.62, -0.02], [-0.46, -0.30, 0.06], [0.08, 0.27, -0.25], [0.04, -0.14, 0.07], [-0.16, -0.38, 0.34], [0.15, 0.35, -0.17], [0.41, -0.53, -0.24], [-0.27, 0.57, -0.04], [0.19, 0.09, 0.04], [-0.17, -0.11, -0.32], [-0.01, 0.15, 0.29], [0.14, -0.02, 0.05], [-0.21, -0.09, -0.04], [0.51, -0.47, 0.31], [-0.04, -0.05, 0.03], [-0.07, 0.02, 0.00], [0.00, -0.01, -0.01], [-0.02, -0.09, 0.10], [-0.06, -0.04, -0.02], [0.02, 0.00, -0.11], [0.01, 0.06, -0.03], [0.16, 0.05, -0.02], [0.00, 0.00, 0.04], [-0.09, 0.34, 0.01], [-0.04, 0.09, -0.13], [-0.03, -0.30, -0.31], [0.15, -0.12, 0.14], [-0.12, 0.10, -0.09], [-0.04, 0.04, -0.02], [-0.03, 0.07, -0.02], [0.00, -0.23, -0.12], [0.00, -0.10, 0.19], [-0.47, 0.03, -0.87], [-0.06, 0.46, -0.24], [-0.01, -0.01, -0.03], [-0.01, 0.06, 0.08], [0.03, 0.10, 0.04]],
  "lumo_ev": -0.87,
  "total_charge": -1,
  "gap_ev": 3.047,
  "spin_multiplicity": 1
}


{
  "formula": "C4H5CrO",
  "method": "ωB97M-V/def2-TZVPD",
  "elements": ["H", "C", "C", "C", "H", "H", "H", "C", "O", "Cr", "H"],
  "positions_angstrom": [[-0.4265, 0.7936, -1.3887], [-2.1242, 0.2342, 0.0720], [-0.9855, 0.5247, -0.4977], [-0.9915, 0.4825, 1.0127], [-3.1883, 0.0358, -0.0112], [-0.3343, -0.3667, 1.3971], [-0.9119, 1.4137, 1.5898], [1.8144, -0.8911, -0.6161], [2.6769, -0.6378, 0.2739], [3.3609, 0.1372, -1.4365], [1.1102, -1.7262, -0.3953]],
  "atomic_forces_ev_per_a": [[-0.37, -0.09, 0.21], [0.72, -0.03, -0.66], [-1.11, 0.31, 0.05], [1.91, -0.81, 0.23], [0.40, 0.02, 0.06], [-1.33, 0.96, 0.21], [-0.13, -0.38, -0.14], [2.22, -0.62, 2.01], [-1.56, -0.10, -2.20], [-0.52, -0.07, 0.49], [-0.22, 0.82, -0.26]],
  "s2": 6.209,
  "lumo_ev": [-6.05, -6.03],
  "total_charge": 1,
  "gap_ev": [6.377, 6.394],
  "spin_multiplicity": 5
}


{
  "formula": "C41H40ClIIrN6O3Si",
  "method": "ωB97M-V/def2-TZVPD",
  "elements": ["Ir", "C", "C", "C", "C", "C", "C", "C", "C", "N", "C", "O", "C", "C", "C", "C", "C", "N", "C", "O", "N", "C", "C", "C", "C", "C", "C", "C", "C", "H", "H", "H", "H", "H", "H", "H", "H", "H", "H", "H", "H", "H", "H", "H", "H", "H", "H", "H", "H", "H", "Cl", "C", "C", "C", "I", "C", "O", "C", "N", "C", "C", "C", "C", "H", "H", "H", "H", "C", "C", "C", "C", "C", "C", "N", "N", "Si", "C", "C", "C", "H", "H", "H", "H", "H", "H", "H", "H", "H", "H", "H", "H", "H", "H", "H"],
  "positions_angstrom": [[0.0884, -0.0089, -0.2667], [0.6973, 4.2665, 1.9433], [1.8731, 3.4165, 1.5992], [3.0193, 3.5154, 2.3684], [4.1421, 2.7523, 2.1025], [4.1513, 1.9241, 0.9898], [3.0434, 1.8157, 0.1734], [3.1012, 0.9824, -1.0648], [1.8547, 2.5210, 0.5002], [0.7015, 2.2544, -0.1780], [-0.2076, 3.1665, -0.5297], [0.0200, 4.3487, -0.7780], [-1.5922, 2.6021, -0.7637], [-2.6529, 3.4239, -1.1422], [-3.8740, 2.8418, -1.4441], [-4.0027, 1.4659, -1.3473], [-2.9061, 0.7202, -0.9289], [-1.7460, 1.2922, -0.6418], [-2.9888, -0.7755, -0.8090], [-4.0543, -1.3580, -0.9839], [-1.8339, -1.3365, -0.4539], [-1.5944, -2.6869, -0.4553], [-1.2240, -3.3052, 0.7649], [-1.4832, -2.5728, 2.0365], [-0.7413, -4.5986, 0.7594], [-0.6912, -5.3217, -0.4200], [-1.2027, -4.7692, -1.5857], [-1.6510, -3.4610, -1.6374], [-2.2139, -2.9017, -2.9083], [0.8191, 4.6953, 2.9336], [-0.2242, 3.6873, 1.9081], [0.6030, 5.0816, 1.2238], [3.0254, 4.2056, 3.2012], [5.0053, 2.8179, 2.7497], [5.0393, 1.3523, 0.7591], [4.0730, 0.5039, -1.1690], [2.9160, 1.6032, -1.9414], [2.3267, 0.2097, -1.0319], [-2.4977, 4.4910, -1.2076], [-4.7132, 3.4505, -1.7507], [-4.9180, 0.9455, -1.5792], [-2.5629, -2.5058, 2.1817], [-1.0912, -1.5610, 1.9799], [-1.0463, -3.0914, 2.8837], [-0.4147, -5.0477, 1.6865], [-0.2739, -6.3172, -0.4265], [-1.2468, -5.3705, -2.4806], [-1.8416, -3.4506, -3.7729], [-1.9755, -1.8446, -3.0309], [-3.3035, -2.9773, -2.8810], [-0.3079, -1.4519, -7.4159], [0.1284, -1.4170, -5.7421], [0.7283, -2.5220, -5.1826], [1.0494, -2.5315, -3.8339], [1.9536, -4.2145, -2.9689], [0.7642, -1.4611, -2.9697], [0.9651, -1.5280, -1.7177], [0.2299, -0.2744, -3.5965], [0.1054, 0.8111, -2.8163], [-0.3429, 1.9230, -3.3510], [-0.8369, 2.0009, -4.6580], [-0.7448, 0.9019, -5.4692], [-0.1300, -0.2638, -4.9724], [0.9328, -3.3821, -5.8021], [-0.3111, 2.8108, -2.7415], [-1.2724, 2.9256, -4.9991], [-1.1146, 0.9174, -6.4822], [2.9558, -2.6830, 0.3213], [2.5779, -1.8285, 1.4805], [3.2268, -1.9606, 2.7063], [2.8276, -1.1594, 3.7671], [1.7509, -0.3196, 3.6177], [1.0979, -0.2569, 2.3703], [1.5767, -0.9715, 1.3269], [-0.0213, 0.4153, 2.0880], [-1.0684, 1.0705, 3.3088], [-2.6110, 1.7944, 2.4609], [-1.6214, -0.3166, 4.5178], [-0.1617, 2.3495, 4.4231], [3.7361, -3.3915, 0.5861], [3.2896, -2.0714, -0.5125], [2.0685, -3.2159, -0.0123], [4.0284, -2.6742, 2.8186], [3.3405, -1.2215, 4.7158], [1.4049, 0.2795, 4.4372], [-3.1132, 1.0440, 1.8566], [-2.3758, 2.6355, 1.8162], [-3.3175, 2.1413, 3.2096], [-2.4716, -0.8791, 4.1498], [-1.8937, 0.0833, 5.4896], [-0.8109, -1.0202, 4.6772], [-0.6936, 3.2945, 4.4529], [0.8447, 2.5407, 4.0656], [-0.0890, 1.9842, 5.4434]],
  "atomic_forces_ev_per_a": [[-3.14, 1.83, 2.92], [0.09, 0.24, 0.00], [-0.08, -0.24, -0.38], [0.24, -0.04, 0.08], [-0.06, 0.03, -0.06], [0.10, 0.08, 0.30], [-0.42, 0.27, -0.07], [-0.12, 0.00, 0.12], [1.68, 0.53, 1.03], [-0.46, -2.67, -0.13], [-0.12, 0.30, -0.58], [-0.31, -0.31, 0.12], [0.01, 0.68, 0.09], [0.23, -0.21, 0.17], [0.14, -0.13, 0.12], [0.28, -0.07, 0.21], [-0.52, -0.20, -0.20], [1.75, -1.10, -0.51], [-0.37, 0.00, 0.14], [0.25, 0.22, -0.08], [2.21, 1.49, 0.43], [0.30, -2.10, 0.11], [-0.36, 0.34, -0.52], [0.18, 0.05, -0.10], [0.09, -0.08, -0.11], [-0.16, 0.10, -0.15], [-0.01, -0.25, 0.20], [0.02, 0.50, 0.41], [-0.12, -0.04, 0.01], [-0.06, -0.05, 0.12], [-0.17, 0.04, 0.07], [-0.09, -0.06, 0.06], [-0.02, 0.02, 0.09], [0.07, 0.01, -0.02], [0.06, -0.05, -0.09], [0.02, -0.05, 0.00], [-0.08, -0.07, -0.10], [0.40, -0.01, -0.32], [0.16, -0.01, 0.01], [0.00, 0.02, -0.03], [-0.05, -0.12, 0.02], [-0.05, 0.08, 0.11], [-0.07, -0.01, 0.15], [0.06, -0.04, 0.17], [0.01, -0.04, 0.12], [-0.04, -0.14, -0.02], [0.07, -0.04, -0.17], [0.00, 0.04, -0.01], [0.04, 0.00, -0.05], [0.01, 0.03, -0.05], [-0.06, 0.00, -0.23], [0.13, -0.42, 0.22], [-0.26, 0.55, -0.52], [0.15, 0.06, 1.16], [0.06, 0.18, -0.37], [-0.44, -0.37, -1.96], [-0.44, 1.28, 2.35], [0.07, -0.49, -0.33], [-0.03, 0.01, 0.09], [0.12, -0.09, 0.19], [0.05, -0.23, -0.24], [0.05, 0.22, 0.20], [0.10, -0.15, 0.21], [0.04, -0.06, 0.00], [-0.03, 0.10, -0.05], [-0.01, 0.11, -0.10], [0.00, 0.02, -0.09], [-0.13, 0.08, -0.06], [0.96, -0.62, 0.19], [-0.14, 0.11, -0.43], [-0.29, 0.01, -0.11], [0.09, 0.02, -0.05], [0.35, -0.32, 0.02], [-1.28, 1.06, -1.20], [-0.23, -0.04, -2.54], [-0.92, 0.21, 0.87], [0.69, -0.21, 0.28], [0.19, 0.47, -0.60], [-0.30, -0.46, -0.55], [0.02, 0.00, 0.05], [0.02, 0.02, -0.14], [-0.02, -0.11, -0.13], [0.02, -0.03, -0.10], [0.01, 0.02, 0.10], [-0.09, 0.19, 0.17], [-0.05, -0.21, -0.04], [0.07, 0.19, -0.07], [-0.08, 0.04, 0.19], [-0.16, -0.11, -0.18], [-0.03, 0.23, 0.14], [0.20, -0.17, 0.03], [-0.12, 0.19, -0.03], [0.17, 0.07, -0.09], [-0.04, -0.15, 0.15]],
  "s2": 0.763,
  "lumo_ev": [-2.10, -2.70],
  "total_charge": 0,
  "gap_ev": [5.527, 4.898],
  "spin_multiplicity": 2
}


Summary of F_max in Eh/bohr
0.050; 0.059; 0.091
(order as listed above)